No. 1
Here is C25H67BeN6O9 as an isolated structure from the OMol25 dataset. Energies are from ωB97M-V with the def2-TZVPD basis set.

Energy relative to the best compared isomer or geometry (same formula, charge and spin) ... 0.0 kJ/mol
Spin multiplicity ... 1
Net charge ... +1
HOMO energy ... -10.41 eV
Orbital gap ... 7.90 eV

Each line ends with the Mulliken charge.
CARTESIAN COORDINATES (ANGSTROEM)
1 Be 2.612 21.761 18.548  1.589
2 O 0.930 18.826 21.143  0.203
3 C 1.458 19.723 20.294  0.378
4 O 0.748 20.708 19.958  -0.930
5 O 2.577 19.539 19.781  -0.684
6 H 0.079 19.244 21.348  -0.038
7 C 6.728 23.549 18.248  -1.520
8 C 5.451 22.824 18.788  0.214
9 C 5.082 23.155 20.206  -0.917
10 O 3.940 22.369 20.366  -0.071
11 C 3.272 22.535 21.589  -0.809
12 N 4.374 23.081 17.821  -0.400
13 H 7.613 23.269 18.823  0.421
14 H 6.664 24.636 18.210  0.355
15 H 6.860 23.143 17.245  0.448
16 H 5.647 21.755 18.666  0.047
17 H 4.850 24.224 20.287  0.392
18 H 5.848 22.870 20.929  0.443
19 H 3.990 22.439 22.411  0.351
20 H 2.458 21.849 21.816  0.129
21 H 2.863 23.550 21.648  0.296
22 H 4.746 23.008 16.881  0.281
23 H 4.241 24.092 17.900  0.286
24 C 3.941 18.359 15.627  -1.684
25 C 3.260 19.551 16.297  0.573
26 C 1.806 19.352 16.590  -0.836
27 O 1.186 20.553 17.013  0.528
28 C -0.250 20.444 17.000  -0.478
29 N 4.028 19.956 17.488  -0.313
30 H 4.977 18.626 15.412  0.422
31 H 3.394 17.986 14.762  0.449
32 H 4.085 17.492 16.279  0.370
33 H 3.367 20.398 15.613  -0.211
34 H 1.718 18.565 17.351  0.192
35 H 1.277 18.932 15.729  0.561
36 H -0.679 21.336 17.451  0.207
37 H -0.538 19.605 17.634  -0.275
38 H -0.586 20.347 15.968  0.389
39 H 3.871 19.270 18.229  0.078
40 H 5.023 19.805 17.345  0.398
41 C -1.384 15.468 18.390  -1.619
42 C -1.046 16.534 19.444  2.122
43 C -2.114 16.799 20.517  0.077
44 O -3.137 17.606 19.944  -0.384
45 C -4.135 18.078 20.834  -0.700
46 N 0.070 15.872 20.190  -0.746
47 H -0.548 15.089 17.809  0.402
48 H -2.155 15.903 17.742  0.365
49 H -1.921 14.626 18.830  0.346
50 H -0.713 17.449 18.948  -1.171
51 H -1.733 17.448 21.315  -0.453
52 H -2.531 15.867 20.909  0.412
53 H -4.643 17.215 21.274  0.285
54 H -4.824 18.643 20.212  0.325
55 H -3.752 18.684 21.660  0.183
56 H 0.905 16.334 19.843  0.371
57 H -0.024 16.159 21.160  0.280
58 C 0.131 17.545 24.370  -0.836
59 C -0.564 18.836 24.875  0.251
60 C -1.971 18.924 24.212  -0.510
61 O -2.735 17.784 24.585  -0.363
62 C -4.148 17.916 24.528  -0.817
63 N -0.871 18.645 26.296  -0.845
64 H 0.380 17.673 23.311  -0.203
65 H -0.627 16.770 24.465  0.326
66 H 1.073 17.408 24.898  0.462
67 H 0.101 19.696 24.800  0.340
68 H -1.876 18.905 23.122  0.094
69 H -2.493 19.827 24.534  0.606
70 H -4.624 17.147 23.924  0.232
71 H -4.262 18.936 24.145  0.350
72 H -4.710 18.023 25.462  0.291
73 H -0.128 18.179 26.807  0.273
74 H -1.607 17.945 26.341  0.303
75 C 5.775 14.649 26.624  -1.499
76 C 4.581 15.351 26.006  0.445
77 C 5.033 16.154 24.790  -0.792
78 O 3.928 16.581 23.998  -0.108
79 C 4.262 17.318 22.870  -0.637
80 N 3.473 14.418 25.822  -0.663
81 H 6.126 13.879 25.933  0.373
82 H 5.449 14.140 27.531  0.357
83 H 6.583 15.330 26.889  0.366
84 H 4.228 16.110 26.710  0.233
85 H 5.749 15.638 24.138  0.363
86 H 5.503 17.103 25.079  0.361
87 H 4.813 18.246 23.082  0.357
88 H 3.357 17.777 22.463  -0.043
89 H 4.761 16.782 22.058  0.328
90 H 2.663 14.887 25.435  0.283
91 H 3.750 13.716 25.142  0.281
92 C -0.909 24.427 18.890  -1.842
93 C 0.279 23.582 18.394  1.151
94 C 0.633 23.799 16.936  -1.071
95 O 1.757 23.041 16.541  0.086
96 C 1.851 22.943 15.116  -1.009
97 N 1.435 23.902 19.235  -0.236
98 H -0.794 25.458 18.552  0.423
99 H -1.214 24.382 19.933  0.452
100 H -1.724 23.941 18.341  0.432
101 H 0.021 22.531 18.563  -0.844
102 H 0.620 24.877 16.717  0.500
103 H -0.184 23.469 16.282  0.596
104 H 1.306 22.068 14.749  0.302
105 H 2.892 22.718 14.891  0.224
106 H 1.431 23.807 14.607  0.365
107 H 1.116 24.378 20.070  0.358
108 H 1.892 24.667 18.736  0.227



No. 2
Here is C3H4O3 as an isolated structure from the OMol25 dataset. Energies are from ωB97M-V with the def2-TZVPD basis set.

Energy relative to the best compared isomer or geometry (same formula, charge and spin) ... 238.6 kJ/mol
Spin multiplicity ... 1
HOMO energy ... -8.41 eV
Orbital gap ... 9.19 eV

Each line ends with the natural charge from an NBO analysis.
CARTESIAN COORDINATES (ANGSTROEM)
1 C -0.416 -0.792 -0.405  0.678
2 C 0.117 1.062 0.306  0.454
3 C 0.648 0.037 -0.591  -0.633
4 O -0.759 -1.923 -1.025  -0.656
5 O 0.771 1.487 1.378  -0.627
6 O -1.179 -0.259 0.518  -0.624
7 H -1.565 -2.258 -0.607  0.496
8 H 1.443 0.825 1.610  0.494
9 H -0.610 1.806 -0.009  0.182
10 H 1.549 0.016 -1.175  0.236



No. 3
Here is a 2-piece molecular cluster, C2H9N3O overall from the OMol25 dataset. Energies are from ωB97M-V with the def2-TZVPD basis set.

SMILES ... NC(N)=O.CN
Energy relative to the best compared isomer or geometry (same formula, charge and spin) ... 87.0 kJ/mol
Spin multiplicity ... 1
HOMO energy ... -8.64 eV
Orbital gap ... 9.44 eV

Each line ends with the natural charge from an NBO analysis.
CARTESIAN COORDINATES (ANGSTROEM)
1 N 1.019 0.942 -1.248  -0.914
2 C -0.403 0.716 -1.105  0.829
3 N -0.974 1.470 -0.081  -0.851
4 O -1.058 0.225 -2.003  -0.663
5 H 1.349 0.859 -2.197  0.396
6 H 1.422 1.733 -0.771  0.379
7 H -1.911 1.161 0.130  0.390
8 H -0.431 1.592 0.759  0.373
9 C 0.008 -1.253 1.505  -0.409
10 N 0.250 -1.110 0.084  -0.883
11 H 0.164 -2.280 1.873  0.178
12 H -1.016 -0.948 1.735  0.180
13 H 0.684 -0.602 2.064  0.186
14 H 1.257 -0.820 -0.262  0.421
15 H -0.360 -1.686 -0.484  0.390



No. 4
Here is C40H32N2O2STc as an isolated structure from the OMol25 dataset. Energies are from ωB97M-V with the def2-TZVPD basis set.

⟨S²⟩ ... 3.7805
Spin multiplicity ... 4
Net charge ... +2
HOMO energy (spin up / spin down) ... -13.98 / -13.99 eV
Orbital gap (spin up / spin down) ... 6.20 / 6.13 eV

Each line ends with the Löwdin spin population.
CARTESIAN COORDINATES (ANGSTROEM)
1 Tc -0.377 -0.342 -0.093  2.521
2 O 1.358 -0.375 0.428  0.045
3 C 2.423 0.624 0.525  0.024
4 C 1.950 1.773 -0.373  0.015
5 C 0.777 2.464 0.249  0.012
6 C 0.933 3.741 0.756  -0.001
7 C -0.132 4.360 1.385  0.010
8 C -1.334 3.687 1.445  0.000
9 C -1.454 2.414 0.907  0.009
10 C -2.827 1.795 0.958  0.007
11 C -3.045 0.568 0.097  0.026
12 O -2.066 -0.413 0.551  0.155
13 C -4.411 -0.041 0.351  -0.001
14 C -5.490 0.361 -0.433  0.001
15 C -6.758 -0.135 -0.175  0.000
16 C -6.953 -1.042 0.857  0.000
17 C -5.878 -1.443 1.638  0.000
18 C -4.610 -0.941 1.392  0.000
19 C -2.726 0.766 -1.383  0.024
20 C -2.534 2.015 -1.966  0.008
21 C -2.210 2.119 -3.311  0.004
22 C -2.063 0.978 -4.091  0.006
23 C -2.255 -0.273 -3.524  0.004
24 C -2.591 -0.380 -2.181  0.028
25 N -0.395 1.790 0.339  0.011
26 C 3.643 -0.111 0.000  -0.005
27 C 4.296 -1.001 0.850  -0.003
28 C 5.374 -1.741 0.395  0.000
29 C 5.815 -1.592 -0.913  -0.003
30 C 5.172 -0.706 -1.765  0.000
31 C 4.083 0.026 -1.313  -0.002
32 C 2.563 1.085 1.962  0.001
33 C 3.633 1.927 2.265  0.001
34 C 3.766 2.456 3.537  0.000
35 C 2.835 2.145 4.521  0.000
36 C 1.779 1.299 4.226  0.000
37 C 1.640 0.771 2.949  0.001
38 H 1.688 1.381 -1.362  0.006
39 H 2.752 2.496 -0.512  0.002
40 H 1.892 4.229 0.666  0.000
41 H -0.028 5.351 1.805  0.000
42 H -2.206 4.143 1.895  0.000
43 H -3.541 2.568 0.662  0.002
44 H -3.086 1.539 1.988  0.001
45 H -5.344 1.054 -1.252  0.000
46 H -7.592 0.183 -0.785  0.000
47 H -7.942 -1.434 1.054  0.000
48 H -6.029 -2.143 2.448  0.000
49 H -3.786 -1.242 2.027  0.000
50 H -2.648 2.924 -1.389  0.000
51 H -2.077 3.097 -3.753  0.000
52 H -1.816 1.065 -5.140  0.000
53 H -2.171 -1.163 -4.132  0.000
54 H -2.799 -1.355 -1.759  0.001
55 H 3.963 -1.109 1.874  0.000
56 H 5.879 -2.423 1.064  0.000
57 H 6.670 -2.156 -1.263  0.000
58 H 5.524 -0.574 -2.778  0.000
59 H 3.611 0.720 -1.996  0.000
60 H 4.375 2.155 1.509  0.000
61 H 4.602 3.103 3.764  0.000
62 H 2.945 2.552 5.517  0.000
63 H 1.064 1.037 4.995  0.000
64 H 0.820 0.092 2.749  0.001
65 S -1.174 -4.826 -0.266  0.020
66 C -1.391 -3.167 -0.077  0.026
67 N -0.426 -2.396 -0.546  0.021
68 C 0.593 -3.165 -1.117  0.005
69 C 1.748 -2.688 -1.737  0.006
70 C 2.635 -3.612 -2.245  0.002
71 C 2.390 -4.989 -2.154  0.000
72 C 1.245 -5.471 -1.559  0.002
73 C 0.347 -4.538 -1.041  0.001
74 H -2.270 -2.751 0.394  0.001
75 H 1.957 -1.631 -1.819  0.004
76 H 3.540 -3.266 -2.725  0.000
77 H 3.110 -5.684 -2.564  0.000
78 H 1.049 -6.532 -1.497  0.000



For reference, strongest force on any atom by record: 3.0; 0.5; 3.6; 1.0 eV/A.